Below is C28H44N5O3P2S2V as an isolated structure, with properties calculated with ωB97M-V/def2-TZVPD.

Properties
2S+1: 4
HOMO-LUMO gap (spin up / spin down): 8.038 / 8.670 eV
energy above the lowest of the compared OMol25 structures with the same formula, charge and spin: 85.1 kcal/mol
total energy: -4015.87962 hartree
net charge: +1
HOMO energy (spin up / spin down): -9.93 / -10.68 eV

```
85
Properties=species:S:1:pos:R:3:forces:R:3:lowdin_charge:R:1
V 0.567 1.098 -0.375 -0.379 -0.274 0.842 0.46
C 1.869 -3.698 4.166 -0.010 0.007 -0.007 -0.06
C 2.122 -2.619 3.141 0.017 -0.043 -0.057 -0.29
O 1.046 -1.662 3.215 -0.032 0.099 0.025 -0.36
P 1.316 -0.112 2.904 0.011 -0.131 -0.137 -0.14
S 2.275 0.071 1.143 0.219 -0.020 -0.197 0.34
S -0.396 0.805 3.143 0.098 0.103 0.031 0.36
O 2.437 0.319 3.951 -0.011 0.025 0.042 -0.36
C 2.129 0.336 5.368 0.017 -0.013 0.020 -0.29
C 2.128 1.760 5.867 0.002 -0.008 -0.001 -0.08
H 2.642 -4.463 4.099 0.010 -0.002 0.001 0.08
H 0.901 -4.169 3.994 -0.004 -0.002 -0.003 0.08
H 1.877 -3.284 5.173 0.000 0.004 0.012 0.08
H 2.131 -3.027 2.128 0.029 0.027 0.029 0.09
H 3.076 -2.116 3.314 -0.003 -0.009 0.008 0.11
H 2.906 -0.259 5.847 -0.021 0.005 -0.002 0.12
H 1.164 -0.145 5.541 -0.002 0.000 -0.006 0.10
H 3.096 2.229 5.691 0.004 0.001 -0.004 0.08
H 1.925 1.776 6.939 0.008 0.002 0.006 0.08
H 1.356 2.336 5.360 -0.016 0.006 0.000 0.06
N -0.375 -0.833 -2.904 -0.005 -0.008 0.023 -0.10
P 0.371 -1.230 -1.415 -0.054 -0.004 -0.042 0.99
C 1.849 -2.148 -1.931 -0.006 -0.013 0.029 -0.35
C 2.438 -3.051 -1.047 -0.013 0.012 -0.003 -0.09
C 3.619 -3.690 -1.386 -0.006 0.007 -0.001 -0.06
C 4.223 -3.432 -2.609 0.003 -0.001 -0.003 -0.07
C 3.644 -2.534 -3.493 0.003 -0.001 -0.002 -0.07
C 2.462 -1.890 -3.154 -0.012 0.008 0.003 -0.09
C -0.687 -2.506 -0.693 -0.004 0.017 0.015 -0.35
C -1.076 -3.646 -1.399 0.028 -0.018 0.008 -0.08
C -1.878 -4.597 -0.793 -0.007 0.005 -0.014 -0.07
C -2.277 -4.429 0.530 -0.008 0.025 0.016 -0.06
C -1.879 -3.308 1.242 0.060 -0.047 -0.028 -0.07
C -1.092 -2.341 0.627 0.061 -0.085 0.027 -0.10
C -0.443 0.478 -3.335 0.052 0.003 0.003 -0.37
C -1.128 0.961 -4.377 0.001 0.024 0.005 -0.03
C -1.062 2.348 -4.841 -0.005 -0.046 -0.054 -0.08
C -0.692 3.467 -4.209 0.016 0.037 0.036 -0.05
C -0.355 3.678 -2.757 -0.033 0.013 0.009 -0.33
N 0.333 1.376 -2.512 0.133 0.052 -0.096 -0.06
H -0.736 -1.532 -3.536 0.013 0.001 -0.006 0.12
H 1.969 -3.256 -0.093 -0.012 -0.002 -0.006 0.09
H 4.068 -4.391 -0.696 0.004 -0.007 0.004 0.11
H 5.144 -3.933 -2.874 0.005 -0.002 -0.001 0.11
H 4.110 -2.334 -4.448 0.004 0.000 -0.004 0.11
H 2.015 -1.194 -3.854 0.000 0.003 0.002 0.10
H -0.732 -3.805 -2.415 0.005 -0.005 -0.006 0.11
H -2.179 -5.479 -1.342 0.000 -0.003 -0.002 0.11
H -2.892 -5.182 1.005 0.002 -0.010 0.006 0.11
H -2.171 -3.178 2.277 0.024 -0.026 0.012 0.12
H -0.782 -1.467 1.188 0.078 -0.032 0.038 0.06
H -1.721 0.275 -4.968 -0.001 -0.014 0.001 0.11
H -1.350 2.470 -5.879 -0.003 -0.004 -0.008 0.11
H -0.686 4.380 -4.794 -0.003 0.017 0.001 0.12
H 0.680 4.031 -2.678 -0.009 -0.009 -0.006 0.14
N 0.627 2.942 0.837 0.060 0.084 -0.147 -0.08
C 1.153 4.134 0.125 -0.002 0.076 0.082 -0.23
C 0.117 5.251 0.012 -0.025 -0.029 -0.032 -0.17
C -1.230 4.874 -0.617 0.032 0.002 -0.021 -0.19
C -1.267 4.747 -2.143 0.009 0.022 0.048 -0.14
N -0.459 2.456 -1.958 -0.066 0.073 -0.169 -0.05
H -0.327 3.110 1.145 -0.006 -0.028 0.021 0.06
H 1.141 2.762 1.694 0.049 -0.053 -0.068 0.04
H 1.508 3.830 -0.860 0.023 -0.013 0.024 0.08
H 2.027 4.509 0.660 -0.023 0.014 -0.002 0.12
H 0.561 6.081 -0.544 0.001 -0.001 0.000 0.12
H -0.072 5.628 1.020 0.000 0.005 0.001 0.12
H -1.951 5.650 -0.350 0.011 0.007 -0.001 0.12
H -1.621 3.955 -0.170 0.002 0.003 -0.002 0.10
H -0.999 5.703 -2.598 -0.021 0.002 -0.012 0.13
H -2.295 4.538 -2.455 0.002 -0.010 0.011 0.13
H 1.078 1.792 -3.070 -0.045 0.009 -0.026 0.16
H -1.423 2.126 -1.932 0.006 -0.012 -0.032 0.13
C -3.829 -0.897 -0.984 -0.005 -0.012 0.000 -0.01
N -3.545 -0.489 0.381 -0.081 0.077 -0.012 -0.16
C -4.367 -1.047 1.441 -0.040 0.026 -0.038 -0.02
C -2.543 0.332 0.654 -0.114 -0.048 -0.060 -0.34
O -1.807 0.837 -0.212 0.131 0.084 0.001 -0.11
H -4.107 -1.951 -0.985 0.018 -0.015 -0.003 0.10
H -2.937 -0.757 -1.591 -0.019 0.013 0.000 0.07
H -4.647 -0.311 -1.404 -0.016 -0.010 0.005 0.10
H -4.297 -2.136 1.427 -0.028 0.033 -0.009 0.08
H -5.409 -0.757 1.309 -0.002 0.010 0.004 0.10
H -4.015 -0.684 2.405 0.000 0.009 0.013 0.10
H -2.368 0.515 1.719 -0.097 0.020 -0.129 0.04
```
Positions in Å, forces in eV/Å.